The following is a quantum chemistry calculation of a molecular structure, C49H53F2N7OSTi in a non-equilibrium geometry, from the Open Molecules 2025 dataset.

```
114
Properties=species:S:1:pos:R:3:mulliken_charge:R:1
Ti -0.25 -0.07 0.00 -1.01
C 3.67 4.80 1.09 -1.38
C 3.03 4.58 -0.27 -1.19
C 2.67 3.13 -0.50 1.17
C 3.19 1.64 -1.99 0.54
C 3.97 1.33 -3.25 -0.65
C 4.74 2.52 -3.81 -1.46
C 2.34 0.46 -1.43 -1.08
N 1.55 1.24 0.69 -0.61
C 1.61 2.55 0.44 0.62
C 0.54 3.35 0.79 -1.43
C -0.62 2.81 1.38 0.09
C -1.54 3.59 2.15 0.34
C -1.43 5.06 2.40 -1.22
C -2.00 5.90 1.25 -1.27
C -2.48 2.73 2.63 0.81
C -2.15 1.43 2.12 -0.85
C -2.80 0.28 2.45 -0.40
C -2.58 -0.99 1.95 -0.47
N -1.76 -1.30 0.86 1.23
C -2.08 -2.58 0.53 -0.04
C -1.71 -3.27 -0.66 -1.27
C -0.88 -2.83 -1.64 -0.37
N -0.02 -1.77 -1.59 1.76
C 0.61 -1.77 -2.83 1.38
C 1.84 -1.26 -3.08 -1.40
C -0.04 -2.73 -3.74 -0.25
C -0.88 -3.45 -2.98 -0.12
C -1.69 -4.63 -3.41 -1.27
C -2.98 -4.24 -4.13 -1.08
C 0.29 -2.89 -5.19 -1.01
C -0.17 -1.68 -6.02 -1.17
C -3.00 -3.13 1.46 0.70
C -3.32 -2.13 2.35 0.84
C -4.25 -2.18 3.52 -1.20
C -3.51 -2.25 4.86 -1.16
C -3.48 -4.55 1.46 -1.26
C -2.42 -5.52 2.00 -1.17
N -1.00 1.51 1.33 0.92
C -3.62 3.04 3.56 -1.29
C -3.27 2.76 5.02 -1.09
H 3.98 5.84 1.22 0.49
H 4.56 4.17 1.21 0.32
H 2.97 4.54 1.89 0.25
H 3.72 4.88 -1.07 0.61
H 2.14 5.22 -0.39 0.45
H 3.27 0.96 -4.01 0.21
H 4.65 0.50 -3.03 0.43
H 4.07 3.32 -4.12 0.28
H 5.33 2.22 -4.68 0.49
H 5.43 2.93 -3.06 0.28
H 0.61 4.42 0.69 0.32
H -0.37 5.33 2.55 0.40
H -1.94 5.32 3.33 0.44
H -1.51 5.65 0.31 0.27
H -1.88 6.97 1.44 0.41
H -3.07 5.69 1.13 0.33
H -3.61 0.38 3.16 0.26
H -2.25 -4.18 -0.85 -0.06
H 2.30 -1.31 -4.05 0.49
H -1.93 -5.24 -2.54 0.38
H -1.08 -5.26 -4.06 0.52
H -3.62 -3.65 -3.47 0.27
H -3.53 -5.12 -4.46 0.43
H -2.76 -3.62 -5.00 0.23
H -0.18 -3.80 -5.57 0.35
H 1.37 -3.02 -5.30 0.41
H -1.25 -1.57 -5.97 0.28
H 0.12 -1.79 -7.07 0.43
H 0.27 -0.76 -5.63 0.24
H -4.90 -3.06 3.42 0.39
H -4.91 -1.31 3.51 0.40
H -2.90 -3.16 4.91 0.28
H -4.21 -2.26 5.70 0.42
H -2.84 -1.40 4.97 0.26
H -3.76 -4.86 0.45 0.37
H -4.39 -4.63 2.06 0.41
H -1.51 -5.46 1.41 0.23
H -2.77 -6.56 1.98 0.44
H -2.17 -5.27 3.03 0.26
H -4.50 2.46 3.27 0.46
H -3.89 4.09 3.45 0.49
H -3.00 1.71 5.17 0.22
H -4.11 2.99 5.68 0.39
H -2.41 3.36 5.33 0.30
C 1.91 -2.98 2.50 -1.50
C 0.91 -2.35 1.80 -0.14
N 1.11 -1.28 1.00 1.71
C 2.49 -0.98 0.67 0.08
C 3.50 -1.34 1.72 0.45
C 3.20 -2.43 2.52 -1.09
C 4.70 -0.63 1.77 -1.44
C 4.93 0.54 1.00 -1.04
C 3.95 1.06 0.23 0.16
C 3.90 2.19 -0.72 -0.32
C 2.15 2.78 -1.98 -0.58
C 0.83 2.09 -1.95 -1.47
N 0.91 0.86 -1.60 0.48
C 2.60 0.43 0.11 1.32
H 1.65 -3.82 3.13 0.47
H -0.12 -2.65 1.94 0.52
H 3.96 -2.81 3.20 0.42
H 5.48 -0.99 2.44 0.35
H 5.89 1.03 1.04 0.52
H 4.84 2.73 -0.86 0.99
H 2.24 3.60 -2.69 0.38
H -0.13 2.57 -2.07 0.63
O 4.43 -2.32 -0.82 -0.72
S 2.97 -2.11 -0.86 0.31
N 2.64 -0.82 -1.97 0.85
F -1.65 0.26 -2.66 -0.35
C -1.91 0.43 -1.30 0.21
F -2.15 1.83 -1.21 -0.39
H -2.89 -0.02 -1.16 0.45
```

Computed properties:
**Energy relative to the best compared isomer or geometry (same formula, charge and spin)**: 4.065 eV
**HOMO (alpha / beta)**: -2.97 / -3.17 eV
**Net charge**: -1
**LUMO energy (alpha / beta)**: 1.9 / 2.0 eV
**2S+1**: 2
**Electronic energy**: -103538.80708 eV